(1)
Formula: C48H60F36O24
Source: the Open Molecules 2025 dataset
Level of theory: ωB97M-V with the def2-TZVPD basis set

XYZ file:
```
168
Properties=species:S:1:pos:R:3:forces:R:3
F -7.109510 4.509220 17.226810 -0.026 -0.641 0.622
F -4.928310 7.639150 16.011870 -2.240 -0.018 0.874
F -11.427980 12.228530 15.021840 0.301 0.141 0.048
F 0.232490 1.323210 21.943930 0.618 0.408 -1.198
F 2.367830 5.184140 19.464190 0.545 0.179 -0.491
F -1.392040 10.279140 15.536010 0.825 -0.524 0.164
F -9.023570 6.057110 15.775650 1.379 -0.366 -0.633
F 0.998900 5.948550 26.810040 -0.753 -1.130 0.279
F -1.371280 1.352940 16.068840 -0.472 0.453 0.059
F 1.804640 0.839610 20.462900 -1.011 1.387 -0.021
F -0.381230 7.700110 26.979250 1.464 -1.011 -0.516
F -4.238800 7.006620 10.337390 0.196 -1.057 0.648
F 3.790600 4.143370 18.169170 -0.020 -0.188 0.459
F -3.512210 0.997600 15.940000 -0.576 -0.003 -1.011
F -3.233540 8.189850 14.944450 0.511 -0.292 0.020
F -0.475370 12.108950 16.403640 0.297 -0.674 0.147
F 1.271260 9.993920 16.748020 -0.112 -1.388 -0.438
F 1.781140 7.838520 27.340560 -0.333 0.271 -0.125
F -9.546830 7.650550 14.516280 1.246 0.279 -0.259
F -10.558460 11.139360 16.667450 0.519 0.206 0.000
F -7.552020 3.912040 19.350690 1.187 0.623 -1.632
F 1.576760 0.906660 17.581310 -0.119 0.168 -0.836
F -10.638480 10.269480 14.721300 0.136 -0.909 -0.603
F 0.120460 8.315910 17.611210 0.514 0.564 -1.201
F 0.725000 2.880660 20.460040 1.479 -1.982 0.967
F -2.650860 1.257150 17.850130 0.309 0.639 0.411
F -2.484350 11.501730 16.903800 -0.501 -0.310 1.188
F 0.991600 0.872430 15.427540 0.953 0.079 1.089
F 1.662740 2.708350 16.350440 0.073 -0.258 0.145
F -8.008020 7.927130 16.083150 0.138 -0.587 -1.385
F -3.233460 5.210330 11.246390 -1.057 0.257 0.177
F -3.183320 7.176340 12.230180 -0.724 -0.500 0.352
F -5.594320 3.418730 18.434780 -1.377 0.617 -0.372
F -3.125900 8.344020 17.108420 -1.145 -0.852 -0.834
F 2.204090 8.107320 17.283230 1.422 0.124 0.259
F 2.544090 5.647240 17.350290 -0.670 0.225 -0.554
O 3.165590 3.121100 21.903280 -2.148 -1.814 0.533
O 3.458020 0.358040 14.943770 -1.883 -0.564 -1.192
O 4.250880 1.534000 16.686650 -2.195 -0.665 -0.985
O -6.642560 6.777000 18.764340 1.775 -3.507 0.504
O 1.863890 8.085060 14.483060 -2.696 0.074 2.522
O -8.183850 11.057370 14.722350 -0.868 -0.512 -0.046
O -6.989860 5.476850 14.117160 -2.361 4.912 1.182
O -4.760550 5.590770 19.378570 -1.974 -1.432 -0.768
O -6.959530 7.651690 13.323040 -0.736 -1.314 0.926
O 5.333050 6.481970 17.941530 -3.769 -1.060 2.013
O -2.403820 11.705410 13.745740 1.017 -0.868 1.490
O -2.134970 5.896910 17.078370 -2.353 1.052 -2.538
O -1.642780 8.062270 10.026040 -0.850 -1.332 0.892
O -2.466970 13.564700 15.083670 0.713 -2.036 -0.782
O 1.633930 6.654650 24.307650 -0.035 -0.692 1.302
O -8.787690 13.235130 15.128570 -0.945 -2.871 -0.541
O -2.995500 -1.639440 16.665010 2.190 2.626 -0.251
O 0.948410 8.741090 24.774070 -0.166 -1.276 0.542
O -1.101400 5.836500 10.101140 -1.513 0.507 0.637
O -3.562390 5.306710 15.344010 0.025 1.754 1.368
O -0.123450 7.298610 15.219480 -1.305 0.182 0.786
O 2.397410 1.517140 23.364830 -1.732 0.685 -3.695
O 4.093820 7.127810 19.788930 -1.237 -2.224 -1.901
O -1.019550 -0.986610 17.534400 0.670 2.505 -1.984
C 2.439150 3.150020 25.194550 0.273 -0.476 -0.313
C 0.131240 5.392020 13.792640 1.047 -0.181 -0.151
C 3.171490 2.022090 24.411690 -0.019 1.010 1.682
C -3.638800 7.602580 16.087950 2.758 1.096 0.200
C 1.857600 1.379320 16.353840 -0.824 0.194 -0.484
C 5.024050 9.424880 19.498050 -1.056 -0.223 0.929
C 0.758340 -2.191370 18.704990 -0.864 -0.483 -1.224
C -4.208700 6.601800 20.153590 1.248 2.108 1.968
C -0.451760 6.771210 13.947610 -0.822 -0.975 -1.749
C 3.224270 5.319220 18.434330 -0.098 -1.106 0.022
C 2.345180 2.246510 22.186780 3.557 2.214 1.627
C -0.594880 -2.267560 17.942590 -0.618 -1.090 2.584
C -1.755340 4.503250 17.315250 -0.489 -0.383 0.858
C -2.135540 -0.759740 16.849350 -2.500 -3.533 0.919
C -10.436360 11.399900 15.360830 -0.617 1.058 0.011
C 4.690620 -0.138700 14.432030 2.073 0.537 0.421
C -6.015860 5.707210 18.905940 -0.619 3.563 0.013
C 1.807360 6.946150 22.900500 -1.646 -0.146 -0.614
C -2.434440 0.764910 16.627940 1.212 -1.629 0.973
C -6.595470 4.342120 18.457820 0.567 -0.417 1.137
C 1.150450 8.642730 16.741450 -1.789 0.300 1.134
C 5.031060 8.075140 20.250590 2.138 0.698 -0.862
C -1.576580 11.520210 15.950610 -0.370 1.316 -0.862
C 1.335550 6.242160 10.262660 -0.695 0.249 -0.201
C 3.318150 1.102170 16.014710 3.694 0.264 0.860
C 5.548350 0.932310 13.731470 0.391 0.332 0.547
C 1.265350 1.849090 21.207390 -1.643 -1.101 0.629
C 4.319680 6.329560 18.648680 4.619 3.991 0.930
C -0.333130 4.355440 17.796350 -0.309 0.729 -0.196
C -3.165640 6.146040 16.143700 2.942 -3.209 0.525
C -2.759220 6.291410 20.441320 1.219 0.281 -0.825
C -1.913150 6.932880 10.366970 3.634 -0.172 -2.775
C -6.104490 4.976600 13.146740 0.620 -2.007 -1.669
C -9.056160 12.045630 15.005010 1.668 1.909 1.042
C -6.119670 3.485740 13.513460 0.711 0.731 -0.293
C -8.501820 7.100950 15.154890 -2.771 1.049 1.835
C 0.958890 7.996060 15.339170 3.640 0.755 -2.542
C -3.370530 11.174990 11.687740 -0.028 -0.265 0.217
C 0.132860 5.949480 9.338880 0.870 0.944 0.692
C -2.967550 12.290670 12.606270 -0.315 0.534 -0.392
C -5.908060 10.767140 15.612860 -0.092 1.656 0.776
C -6.788240 11.304200 14.505810 0.162 -0.050 -0.735
C -2.158680 12.406040 14.847290 -1.309 2.064 -0.254
C 0.551700 6.296500 22.185030 0.805 0.654 0.390
C 0.849260 7.226730 26.589780 0.064 1.037 0.077
C 1.117840 7.585950 25.114990 0.267 2.429 -1.790
C -7.406400 6.752690 14.071730 1.849 -2.140 0.086
C -3.199570 6.519900 11.055050 0.926 1.270 -0.399
H -4.364270 7.604900 19.756500 0.202 -0.176 -0.707
H 0.586460 6.371330 21.098150 0.319 0.030 0.014
H 6.422560 1.215830 14.317530 -0.159 -0.013 0.308
H 4.849780 8.205190 21.317510 -0.306 0.036 -0.159
H -2.573470 5.404180 21.046640 -0.365 -0.137 -0.157
H 3.332220 1.118880 25.000310 0.245 0.338 0.294
H -4.628100 6.719850 21.152720 -0.971 -0.684 -0.058
H 4.976370 9.358080 18.411150 -0.029 -0.274 0.152
H 1.506350 5.461700 11.004150 -0.142 -0.177 -0.184
H 0.747720 -1.587650 19.612470 -0.018 0.363 -0.452
H -6.524780 5.174480 12.160690 -0.059 0.096 -0.030
H 1.187930 7.172460 10.811170 0.091 0.115 -0.119
H 0.000350 6.732860 8.592650 0.052 0.042 0.090
H 4.990000 1.856970 13.585320 -0.106 -0.127 -0.254
H -6.109250 9.817690 16.109000 -0.356 -0.044 -0.611
H -2.220830 7.099110 20.937150 -0.616 0.306 0.365
H -2.189700 12.885440 12.127430 -0.228 0.375 0.034
H -5.097610 5.389120 13.210880 -0.177 0.243 0.355
H 6.046380 7.688490 20.162580 -0.032 -0.492 -0.038
H -1.527170 6.609090 13.874820 -0.074 0.751 0.573
H -4.142810 10.544410 12.128250 -0.386 0.244 -0.030
H -7.078040 3.147410 13.907360 -0.017 0.213 -0.080
H -3.813730 12.890930 12.940580 0.058 0.327 -0.322
H 4.140490 9.919150 19.901920 -0.153 0.452 -0.556
H -5.354120 3.441340 14.288100 -0.025 -0.861 -0.088
H 1.017840 -3.200500 19.025000 -0.143 -0.125 -0.078
H 2.225380 6.323510 9.638420 0.024 0.075 0.070
H -1.396660 -2.511580 18.639510 0.121 -0.700 0.275
H -0.601750 -3.080210 17.216200 0.067 0.633 -0.640
H 4.116900 2.466290 24.100260 0.035 -0.402 -0.378
H 3.119610 3.460160 25.987570 -0.055 0.227 -0.018
H 1.177670 5.508190 13.510520 0.349 -0.311 0.859
H 0.374850 5.018300 8.826580 -0.893 -0.195 0.147
H -0.150000 7.457400 13.156290 0.095 0.077 0.135
H 5.216200 -0.548330 15.294620 0.183 -0.026 -0.070
H -4.880980 10.801470 15.249480 0.076 -0.143 0.092
H -6.695060 12.376360 14.332940 0.399 0.007 0.369
H 0.335370 4.711770 17.012620 0.139 -0.189 0.156
H 1.490490 -1.923070 17.943370 0.359 0.434 0.498
H -2.539210 10.481510 11.560940 0.179 0.263 -0.486
H -0.197760 3.286370 17.960230 0.227 0.111 0.049
H -1.859020 3.803160 16.486250 -0.502 0.689 -0.450
H -0.214780 4.720140 13.007180 -0.852 0.532 -0.167
H 5.978160 0.580890 12.793460 -0.448 -0.038 -0.128
H -0.365160 6.797180 22.496160 0.108 0.207 0.185
H -6.007900 11.542510 16.372420 0.430 -0.249 0.537
H 5.869040 10.057150 19.770660 0.144 -0.301 0.091
H 1.480360 2.912800 25.655600 0.102 -0.552 -0.077
H 0.428660 5.248990 22.460130 0.320 -0.033 0.007
H 2.234540 3.990890 24.531850 0.288 0.113 -0.008
H -0.078790 4.893740 14.739060 0.636 -0.286 0.007
H -6.455820 10.827730 13.583540 -0.739 -0.173 -0.358
H 2.759210 6.539250 22.559170 -0.176 -0.326 0.306
H -0.118590 4.905850 18.712390 -0.083 -0.059 -0.013
H 1.847120 8.029370 22.785770 -0.188 -0.091 -0.139
H -2.171570 6.242420 19.524600 -0.142 -0.454 -0.219
H -2.464660 4.233190 18.097580 0.034 -0.470 0.004
H 4.599270 -0.939080 13.697760 -1.267 -0.006 0.396
H -5.907430 2.914980 12.609420 0.353 -0.182 0.273
H -3.704270 11.638120 10.759180 0.009 -0.453 -0.136
```
Positions in Å, forces in eV/Å.

Calculated values
HOMO energy (spin up / spin down), eV: -12.52 / -12.52
Total charge: +1
⟨S²⟩: 0.76
Spin multiplicity: 2
LUMO level (spin up / spin down), eV: -5.5 / -10.2



(2)
Formula: C12H23NOSi
Source: the Open Molecules 2025 dataset
Level of theory: ωB97M-V with the def2-TZVPD basis set

XYZ file:
```
38
Properties=species:S:1:pos:R:3:forces:R:3
Si 1.477463 0.164454 -1.910283 0.176 1.269 -1.215
O -0.210164 -0.050035 -2.200551 1.547 0.255 -0.116
N 0.207545 -3.314806 -1.527543 0.239 -0.665 -0.307
C 2.237578 -0.139193 -3.571989 0.701 -1.420 -0.336
C -0.559653 -0.210054 3.000228 1.873 1.059 -0.603
C -0.281111 -2.281721 -1.558398 0.295 -1.023 0.729
C -1.857408 -1.297532 0.868015 1.130 1.074 1.519
C -1.763722 1.601925 1.441780 -1.195 -0.352 0.526
C -0.921640 -0.429757 0.061852 0.660 -0.484 0.218
C 1.872018 2.010057 -1.526701 0.479 -0.444 -1.651
C -0.850905 -0.986947 -1.401881 -3.148 2.458 0.504
C -1.244298 1.071277 0.111834 -0.246 -1.221 0.319
C 2.262899 -0.908583 -0.584325 0.314 -0.137 -1.013
C -1.574941 -1.109609 2.428349 -2.766 -2.780 1.067
C -0.890577 1.263973 2.662971 0.851 0.891 0.725
H 1.307737 2.649976 -2.257336 -0.103 -0.307 1.328
H -1.382156 -2.134616 2.821359 -0.020 0.487 -0.257
H -1.973766 -1.062546 -1.711063 1.740 0.126 0.134
H 0.401961 -0.467767 2.528398 0.010 0.151 0.116
H -1.915031 2.708990 1.264796 0.217 -1.103 0.739
H 0.064752 -0.517685 0.506262 0.041 -0.298 -0.032
H -1.281246 1.684156 3.596067 -0.492 0.232 -0.358
H -0.403910 1.660721 -0.194518 0.474 0.256 -0.279
H 2.916707 2.337810 -1.732056 -0.334 -0.865 -0.088
H 1.799266 2.153944 -0.472269 -0.842 0.824 0.716
H -2.887952 -1.033473 0.648263 -0.192 -0.237 -0.082
H 2.812860 -0.212964 0.014605 0.816 0.400 0.346
H 1.699223 0.257426 -4.450952 0.046 -0.306 0.514
H -2.771523 1.163536 1.689777 0.669 0.515 -0.604
H 2.393540 -1.269810 -3.663122 -0.259 1.448 -0.246
H -1.994388 1.145195 -0.628270 -1.065 0.862 -0.938
H 2.915954 -1.713300 -0.976404 -0.320 0.568 0.132
H -0.320088 -0.326099 4.112278 -0.908 -0.025 -1.441
H 0.049487 1.792469 2.546727 0.412 0.180 -0.057
H -2.534724 -0.860417 2.957163 0.448 -0.158 -0.683
H -1.619989 -2.319191 0.585704 -0.443 -0.266 0.181
H 3.237738 0.322540 -3.575761 -0.174 -0.209 -0.025
H 1.582462 -1.342348 0.096997 -0.630 -0.751 0.519
```
Positions in Å, forces in eV/Å.

Calculated values
HOMO energy, eV: -10.00
Spin multiplicity: 1
LUMO level, eV: 0.8



(3)
Formula: C19H26O4
Source: the Open Molecules 2025 dataset
Level of theory: ωB97M-V with the def2-TZVPD basis set

XYZ file:
```
49
Properties=species:S:1:pos:R:3:forces:R:3
O -1.301750 0.704356 0.868915 -1.625 0.145 -0.664
O 0.224389 -0.703578 -1.728403 -0.439 -0.264 0.024
O 0.657318 1.249559 1.722930 -1.018 1.090 0.315
O -2.222391 -1.277713 -0.679343 -0.892 0.240 -0.101
C -2.251826 1.115198 -2.123150 0.178 0.141 0.396
C 2.205382 -3.076719 -1.416981 -0.045 -0.202 -0.159
C -2.021512 2.390444 -2.638608 -0.230 -0.205 0.054
C -3.534138 2.110858 -0.300205 0.683 -0.427 0.043
C -2.691240 -0.212102 -0.074808 1.076 0.148 0.173
C -2.665839 -2.586646 -0.273459 -0.108 0.098 0.557
C 0.564674 -0.797061 0.620745 -1.036 1.251 -0.139
C 3.416855 -2.500399 -0.691000 0.382 0.172 -0.204
C -0.091621 0.403444 1.006849 1.571 -2.229 -0.638
C -3.287292 3.375918 -0.815641 -0.174 -0.008 -0.047
C -2.488662 3.513951 -1.956803 -0.108 -0.131 0.042
C 0.452796 -1.348477 -0.700624 0.629 -0.143 0.251
C 0.830755 -2.835238 -0.800140 -0.322 -0.001 -0.049
C -2.889143 0.999356 -0.880336 -0.532 0.285 -0.446
C -0.032836 2.496318 2.040256 0.455 -0.418 0.262
C 1.762371 -1.120810 1.440951 0.654 0.055 0.223
C 3.082679 -0.513981 0.912454 -0.163 -0.071 0.351
C 0.843002 3.208695 3.032842 0.076 0.450 0.039
C 3.469746 -0.967238 -0.490925 0.244 -0.110 -0.244
H -3.683235 4.262785 -0.313394 0.058 -0.331 -0.238
H 1.875520 -2.210036 1.515178 0.046 0.189 0.208
H 1.742460 3.612882 2.558176 -0.060 -0.147 0.137
H -1.851033 0.226720 -2.607383 0.091 0.274 0.202
H -0.157340 3.055913 1.101665 -0.092 -0.113 0.318
H 3.873259 -0.811953 1.618415 0.003 0.118 -0.144
H 3.010885 0.584175 0.939434 0.025 -0.303 0.038
H 1.129951 2.548905 3.859304 -0.083 0.107 -0.200
H 2.345261 -4.163841 -1.488144 0.029 0.120 -0.087
H 0.097361 -3.320032 -1.460843 0.057 0.188 0.076
H 1.585198 -0.700823 2.438499 0.258 -0.471 0.003
H 4.508620 -0.644276 -0.669422 -0.287 -0.024 0.039
H 2.183061 -2.699642 -2.446893 0.006 0.049 0.136
H 0.727906 -3.308745 0.188586 0.170 0.091 -0.275
H -1.442967 2.480361 -3.555541 -0.155 0.115 0.184
H 3.541521 -3.004925 0.275022 0.043 0.061 -0.054
H -1.014638 2.286538 2.480235 0.236 -0.011 -0.229
H -4.130010 1.945583 0.598952 0.247 0.263 -0.118
H 4.289146 -2.775381 -1.301192 -0.123 -0.086 0.204
H -2.133572 -3.313504 -0.885007 0.051 0.257 0.091
H 0.269728 4.045132 3.437850 0.144 0.063 0.095
H -2.251312 4.511377 -2.315324 -0.035 -0.145 -0.024
H -3.739853 -2.684179 -0.452602 0.109 0.074 -0.035
H 2.868312 -0.455028 -1.256587 0.027 -0.194 0.222
H -2.457222 -2.753826 0.789082 0.100 0.049 -0.179
H -3.218724 -0.342316 0.876416 -0.118 -0.058 -0.410
```
Positions in Å, forces in eV/Å.

Calculated values
HOMO energy, eV: -6.69
Spin multiplicity: 1
LUMO level, eV: -0.1



Calculated energy in order - -7265.62128; -890.53101; -1040.44301 a.u.
Calculated relative energy (zero: lowest compared OMol25 entry of this formula, charge and spin) in order - 0.00; 27.39; 46.86 kcal per mole